Run P
Computed, not measured: a 2-piece molecular cluster, C6H11N2 overall, with the ωB97M-V functional and the def2-TZVPD basis.

Geometry (Å):
C  -3.80690  0.26739  -0.07579
C  -0.21795  -0.83299  0.16996
C  -2.39202  0.05586  -0.42581
C  -1.45617  -0.33183  0.53580
C  2.18585  0.54006  -0.01681
C  3.94958  -1.18541  0.22836
N  3.06332  -0.30666  -0.00114
N  1.87236  1.68388  -0.49809
H  -4.50461  -0.63989  -0.12764
H  -4.31106  1.06146  -0.68733
H  0.36976  -1.21915  0.96582
H  0.12367  -1.00978  -0.86333
H  -1.93406  0.26829  -1.36209
H  4.73387  -0.92165  1.05990
H  -1.87305  -0.35598  1.58912
H  4.05319  -2.01967  -0.30464
H  -3.50922  0.58896  1.03392
H  1.35151  2.30591  0.11185
H  2.30194  2.05121  -1.33205

Results
* charge: +1
* frontier orbital gap (alpha / beta): 4.970 / 7.449 eV
* lowest unoccupied orbital energy (alpha / beta): -6.07 / -4.90 eV

Run Q
Computed, not measured: an isolated ion of composition C6H11N2 and charge +1, with the ωB97M-V functional and the def2-TZVPD basis.

Geometry (Å):
C  -1.29642  -1.14803  0.23409
N  -0.02631  -0.59154  0.37566
C  0.31946  0.56448  -0.06923
C  -0.51629  1.44230  -0.84919
N  -1.39715  0.72853  -1.80103
C  1.86661  0.74409  0.35510
C  2.14771  -0.28704  1.13110
C  0.98765  -1.26038  1.17098
H  -1.89782  -1.10401  1.26898
H  -1.85352  -0.51008  -0.47637
H  -1.07675  -2.26910  0.20903
H  -1.11800  2.09919  -0.17335
H  0.02759  2.22324  -1.36520
H  -2.33095  1.16513  -1.79191
H  -1.09355  0.80870  -2.74520
H  2.49197  1.54780  0.04159
H  3.16898  -0.64241  1.30922
H  1.09325  -2.26821  0.94813
H  0.50353  -1.24267  2.22761

Results
* charge: +1
* structure (SMILES): C[N+]1=C(CN)C=CC1
* frontier orbital gap: 9.726 eV
* lowest unoccupied orbital energy: -4.34 eV

Run R
Computed, not measured: an isolated ion of composition C6H11N2 and charge +1, with the ωB97M-V functional and the def2-TZVPD basis.

Geometry (Å):
C  1.84928  0.02458  0.14850
C  1.13658  -1.35614  0.23201
C  -0.16314  -0.66844  -0.22567
N  -1.44712  -1.05024  -0.67699
C  -2.13290  -0.11706  0.27114
C  -0.76748  0.45097  0.55268
N  -0.19081  1.49536  -0.35392
C  0.79343  0.42556  -0.84729
H  2.01290  0.58034  1.06058
H  2.91822  -0.13901  -0.41872
H  1.58776  -2.17545  -0.49103
H  1.11764  -1.75334  1.18554
H  -1.59884  -2.10960  -0.82084
H  -2.49996  -0.52790  1.30122
H  -2.84128  0.51274  -0.16372
H  -0.64101  0.69954  1.56205
H  0.34291  2.29447  0.06333
H  -0.87722  1.66521  -1.13764
H  1.13233  0.54459  -1.85898

Results
* charge: +1
* structure (SMILES): C1C[C@@]23NC[C@@H]2[NH2+][C@@H]13
* frontier orbital gap: 10.010 eV
* lowest unoccupied orbital energy: -3.16 eV

Least stable structure: run P

Run P
Computed, not measured: an isolated ion of composition C7H12N3 and charge +1, with the ωB97M-V functional and the def2-TZVPD basis.

Geometry (Å):
C  1.36150  0.90743  -1.30452
C  0.71597  0.43621  -0.03169
C  1.39379  0.97442  1.30767
N  0.94272  -1.14316  -0.06234
C  -0.39969  -1.94216  -0.00270
C  -1.40905  -0.83841  0.02020
C  -2.77282  -0.56890  0.10623
N  -3.03738  0.74354  0.00190
N  -1.78034  1.31452  -0.07763
C  -0.75824  0.42952  0.03747
H  2.38895  1.19925  -1.23525
H  0.98585  1.88725  -1.44712
H  1.33627  0.15965  -2.15117
H  2.36619  0.59344  1.26356
H  0.80620  0.65710  2.21045
H  1.19245  2.09576  1.43811
H  1.52459  -1.41967  0.77391
H  1.54242  -1.36408  -0.84863
H  -0.38800  -2.47948  0.92436
H  -0.64829  -2.68988  -0.76934
H  -3.62399  -1.20507  0.12050
H  -1.73910  2.25269  -0.27398

Results
* charge: +1
* structure (SMILES): CC1(C)[NH2+]Cc2cn[nH]c21
* frontier orbital gap: 9.773 eV
* lowest unoccupied orbital energy: -3.24 eV

Run Q
Computed, not measured: an isolated ion of composition C7H12N3 and charge +1, with the ωB97M-V functional and the def2-TZVPD basis.

Geometry (Å):
C  2.76364  0.34070  -0.15129
C  1.36782  0.06065  0.37488
N  1.18622  -1.39912  0.51151
N  -0.17670  -1.64073  0.52919
C  -0.88434  -1.32972  -0.54658
C  -2.25447  -0.93768  -0.45235
C  -2.64103  0.19052  0.18030
C  -1.80590  1.31016  0.53251
C  -0.55548  1.56333  0.11085
N  0.32464  0.63758  -0.49064
H  2.86218  0.00328  -1.18179
H  3.48987  -0.18763  0.46032
H  2.98362  1.40446  -0.10418
H  1.24617  0.46585  1.38716
H  1.62332  -1.89424  -0.26388
H  -0.59538  -1.48913  1.44684
H  -0.47437  -1.64311  -1.50241
H  -2.98250  -1.54944  -0.96781
H  -3.70041  0.39001  0.25676
H  -2.32021  2.12906  1.01455
H  -0.17319  2.57471  0.21234
H  0.71650  1.00050  -1.35629

Results
* charge: +1
* structure (SMILES): C[C@@H]1NN\C=C/C=C\C=[NH+]\1
* frontier orbital gap: 8.843 eV
* lowest unoccupied orbital energy: -4.57 eV

Least stable structure: run Q

Run P
Computed, not measured: an isolated ion of composition C7H12N3 and charge +1, with the ωB97M-V functional and the def2-TZVPD basis.

Geometry (Å):
C  1.40829  -1.24732  1.03375
C  0.69180  -0.44693  -0.02966
C  1.36767  -0.49867  -1.38062
N  0.74635  1.06748  0.42140
C  -0.40850  1.90887  -0.00600
C  -1.53660  0.93494  -0.15457
C  -2.80032  0.52544  -0.00622
N  -2.92573  -0.79325  0.03864
N  -1.73147  -1.33572  0.02540
C  -0.72698  -0.59173  -0.07690
H  1.63171  -2.23290  0.90139
H  0.93568  -1.29133  1.99175
H  2.44871  -0.93971  1.24537
H  2.19284  0.06333  -1.56443
H  0.86097  -0.15721  -2.26028
H  1.68406  -1.53471  -1.68404
H  1.58707  1.73066  0.07983
H  0.78971  0.89291  1.49664
H  -0.09605  2.46321  -0.90978
H  -0.63385  2.65540  0.74443
H  -3.66000  1.17056  0.03937
H  -1.82535  -2.34330  0.05452

Results
* charge: +1
* structure (SMILES): CC1(C)[NH2+]Cc2cn[nH]c21
* frontier orbital gap: 9.038 eV
* lowest unoccupied orbital energy: -3.29 eV

Run Q
Computed, not measured: C7H12N3 as an isolated structure, with the ωB97M-V functional and the def2-TZVPD basis.

Geometry (Å):
C  1.55054  -0.77495  -0.26845
C  -2.50571  0.34818  1.40750
C  2.04942  -1.96470  0.03121
C  -0.74176  -0.13458  0.55144
C  -3.76492  0.64078  2.07195
C  1.57729  0.59548  -2.33714
C  2.44915  0.10446  -1.13612
N  0.31363  -0.28797  0.00508
N  -2.02522  0.50541  0.17000
N  -1.41337  -0.24187  1.91890
H  3.05469  -2.09891  -0.46807
H  1.56323  -2.72634  0.36978
H  -3.51206  1.59477  2.42423
H  -3.68532  0.11003  3.01433
H  -4.67858  0.44673  1.53987
H  2.09078  0.40714  -3.19790
H  1.43254  1.63301  -2.20373
H  0.50195  0.31227  -2.30507
H  2.89360  0.95739  -0.65287
H  3.15752  -0.47724  -1.48859
H  -2.49740  0.90314  -0.63629
H  -1.23873  -0.53397  2.85791

Results
* charge: +1
* frontier orbital gap: 8.452 eV
* lowest unoccupied orbital energy: -4.23 eV

Run R
Computed, not measured: an isolated ion of composition C7H12N3 and charge +1, with the ωB97M-V functional and the def2-TZVPD basis.

Geometry (Å):
C  0.78001  2.21437  -0.34291
N  0.37110  1.02468  -1.00070
C  1.12481  0.63637  -2.11312
N  -0.84784  0.50019  -0.84510
N  -1.05840  -0.51023  0.32146
C  -2.18525  -0.94617  0.96336
C  -2.08865  -1.96505  1.94068
C  -0.92658  -2.69806  2.00012
C  0.21744  -2.18323  1.38490
C  0.13356  -1.06719  0.56556
H  1.54887  2.00210  0.38451
H  1.09186  2.99038  -1.07285
H  -0.00905  2.72040  0.25858
H  0.59119  -0.09135  -2.74991
H  1.14716  1.57864  -2.65218
H  2.07915  0.08871  -1.83131
H  -1.58553  1.20357  -0.68759
H  -3.20031  -0.61122  0.63742
H  -2.91314  -2.40387  2.56223
H  -0.96421  -3.68160  2.65207
H  1.12421  -2.77078  1.49187
H  1.03633  -0.79491  0.04935

Results
* charge: +1
* structure (SMILES): CN(C)N[n+]1ccccc1
* frontier orbital gap: 9.034 eV
* lowest unoccupied orbital energy: -4.02 eV

Least stable structure: run P

Run P
Computed, not measured: an isolated ion of composition C2H5N4 and charge +1, with the ωB97M-V functional and the def2-TZVPD basis.

Geometry (Å):
H  0.00884  2.18346  -0.05812
N  0.85890  1.64592  -0.01525
C  1.00997  0.44215  -0.08590
C  2.22387  -0.28248  -0.02870
N  3.18608  -0.88954  0.06273
N  -0.22032  -0.69129  -0.32801
N  -1.52525  -0.29254  0.05524
H  0.06380  -1.59684  0.02651
H  -1.62545  0.71346  -0.18334
H  -1.75951  -0.41477  1.06333
H  -2.22094  -0.81754  -0.50849

Results
* charge: +1
* structure (SMILES): [H]/N=C(/C#N)N[NH3+]
* frontier orbital gap: 11.144 eV
* lowest unoccupied orbital energy: -4.58 eV

Run Q
Computed, not measured: a 2-piece molecular cluster, C2H5N4 overall, with the ωB97M-V functional and the def2-TZVPD basis.

Geometry (Å):
C  0.19973  -1.37687  -0.52835
C  -0.16690  0.97350  0.29630
N  1.70043  -0.25914  -1.75407
N  -1.21326  -0.46301  1.22732
N  -0.32428  -0.47829  0.20270
N  -1.12007  0.83283  1.36503
H  0.07125  -2.43879  -0.57980
H  0.83793  1.31427  0.56341
H  -0.52109  1.52401  -0.58236
H  2.08697  -1.04744  -2.27648
H  -1.55072  1.41892  2.06630

Results
* charge: +1
* frontier orbital gap (alpha / beta): 6.642 / 3.200 eV
* lowest unoccupied orbital energy (alpha / beta): -6.98 / -8.39 eV

Least stable structure: run Q

Run P
Computed, not measured: C2H5N4 as an isolated structure, with the ωB97M-V functional and the def2-TZVPD basis.

Geometry (Å):
C  -1.53016  0.50121  -0.09625
C  0.97092  0.51882  0.00695
N  -1.95178  -0.73903  -0.25154
N  -0.71909  -1.26935  -0.28812
N  -0.21142  -0.03780  -0.04130
N  2.08264  -0.05134  0.24390
H  -2.04455  1.39307  0.31168
H  2.12249  -1.08359  0.16102
H  1.05371  1.69446  0.09613
H  -2.75395  -1.30767  -0.33475
H  2.98118  0.38122  0.19228

Results
* charge: +1
* frontier orbital gap: 8.231 eV
* lowest unoccupied orbital energy: -4.90 eV

Run Q
Computed, not measured: C2H5N4 as an isolated structure, with the ωB97M-V functional and the def2-TZVPD basis.

Geometry (Å):
C  2.09648  -0.24896  0.04975
C  -1.91378  -0.07949  0.07631
N  0.81811  -0.69777  0.51669
N  0.34525  0.36027  -0.29736
N  1.71369  0.75814  -0.63853
N  -0.93167  0.81456  -0.12643
H  3.13199  -0.46333  0.08875
H  -1.84369  -1.09662  -0.22970
H  -2.81909  0.53821  0.19171
H  0.55818  -1.70598  0.51730
H  -1.15546  1.82100  -0.14849

Results
* charge: +1
* frontier orbital gap (alpha / beta): 8.567 / 8.566 eV
* lowest unoccupied orbital energy (alpha / beta): -5.88 / -5.88 eV

Least stable structure: run Q

Run P
Computed, not measured: an isolated ion of composition C4H8N and charge +1, with the ωB97M-V functional and the def2-TZVPD basis.

Geometry (Å):
C  -0.47416  -1.28127  1.52674
C  0.41288  0.04152  1.47821
C  0.34644  0.56178  0.13060
C  0.18276  0.62471  -1.05611
N  0.08361  0.88197  -2.45549
H  -1.31864  -0.89010  0.91378
H  -0.69459  -1.47112  2.51972
H  -0.05613  -2.20719  1.09560
H  1.44009  0.11093  1.77261
H  -0.22266  0.84236  1.97379
H  -0.74527  0.26526  -2.71696
H  1.11332  0.59706  -2.66790
H  -0.06767  1.92408  -2.51458

Results
* charge: +1
* structure (SMILES): CCC#C[NH3+]
* frontier orbital gap: 10.492 eV
* lowest unoccupied orbital energy: -4.41 eV

Run Q
Computed, not measured: an isolated ion of composition C4H8N and charge +1, with the ωB97M-V functional and the def2-TZVPD basis.

Geometry (Å):
C  1.73490  0.69113  -0.06100
C  0.43033  -0.07839  -0.10246
C  0.36380  -1.40227  -0.50922
C  -1.92669  0.17287  0.25866
N  -0.54600  0.64844  0.42350
H  1.68505  1.69926  -0.45767
H  2.02356  0.82249  0.98616
H  2.61396  0.17978  -0.48110
H  -0.57315  -1.94464  -0.58304
H  1.25433  -2.01669  -0.61921
H  -2.29024  0.37900  -0.75755
H  -2.13074  -0.85317  0.58284
H  -2.53065  0.76973  0.94199

Results
* charge: +1
* frontier orbital gap: 7.712 eV
* lowest unoccupied orbital energy: -8.65 eV

Least stable structure: run Q

Run P
Computed, not measured: an isolated ion of composition C2H2NO3 and charge -1, with the ωB97M-V functional and the def2-TZVPD basis.

Geometry (Å):
O  -1.79338  0.46719  0.73038
C  -1.15846  -0.42960  0.20533
N  0.02554  -0.31200  -0.39626
C  1.08278  0.75922  -0.08801
O  1.30662  0.91308  1.11442
O  1.59767  1.22432  -1.10616
H  -1.55908  -1.45621  0.18018
H  0.49831  -1.16599  -0.63989

Results
* charge: -1
* structure (SMILES): O=CNC(=O)[O-]
* frontier orbital gap: 8.575 eV
* lowest unoccupied orbital energy: 4.14 eV

Run Q
Computed, not measured: a 2-piece molecular cluster, C2H2NO3 overall, with the ωB97M-V functional and the def2-TZVPD basis.

Geometry (Å):
C  -0.97166  1.42030  2.38831
C  0.75325  -0.23496  -0.96146
N  -0.15657  0.45442  2.13893
O  -1.95924  1.80380  2.98576
O  -0.02380  1.86173  1.51431
O  0.40963  -0.40245  -2.10504
H  0.83110  0.76700  -0.33899
H  1.27486  -1.13707  -0.41745

Results
* charge: -1
* frontier orbital gap: 7.154 eV
* lowest unoccupied orbital energy: 3.96 eV

Least stable structure: run Q

Run P
Computed, not measured: one molecule with the formula C2H4ClNO, with the ωB97M-V functional and the def2-TZVPD basis.

Geometry (Å):
H  1.08310  -2.47832  0.53475
N  0.33805  -1.76097  0.43592
C  0.63410  -0.59304  0.19650
C  -0.20725  0.54002  -0.14893
O  2.15312  -0.05204  0.02042
Cl  3.23998  -1.33974  0.03191
H  -0.66827  0.43686  -1.10756
H  0.43704  1.49040  -0.20115
H  -1.18764  0.61496  0.30017

Results
* charge: 0
* structure (SMILES): [H]/N=C(/C)OCl
* frontier orbital gap: 10.667 eV
* lowest unoccupied orbital energy: 0.34 eV

Run Q
Computed, not measured: C2H4ClNO as an isolated structure, with the ωB97M-V functional and the def2-TZVPD basis.

Geometry (Å):
C  1.27459  -0.45769  0.49018
C  -1.04763  0.75582  -0.09268
N  0.42348  0.16037  1.07905
O  -0.70320  0.20756  -1.28917
Cl  2.42875  -1.30825  1.42618
H  1.47320  -0.56885  -0.55315
H  -1.90613  0.15576  0.29073
H  -0.92146  1.76446  -0.21891
H  -1.02159  -0.70918  -1.13225

Results
* charge: 0
* frontier orbital gap: 9.589 eV
* lowest unoccupied orbital energy: 0.46 eV

Least stable structure: run Q